# 1
18
Properties=species:S:1:pos:R:3:forces:R:3:lowdin_charge:R:1 method="wB97M-V/def2-TZVPD" energy_ev=-10352.9125 gap_ev="2.2 / 9.6" e_lumo_ev="3.330 / 3.721" total_charge=-1 de_lowest_kcal_mol=12.49 multiplicity=2
N 0.115 0.457 1.671 0.559 0.148 -0.280 -0.059
C 1.189 0.780 0.706 -0.737 0.905 -0.340 -0.633
N 1.703 -0.361 0.005 0.263 -1.033 -0.440 -0.047
H 0.473 -0.237 2.332 0.034 0.312 0.077 0.045
H 0.006 1.335 2.191 -0.368 -0.354 0.186 0.026
H 0.776 1.496 -0.019 -0.165 -0.225 0.035 0.055
H 1.957 1.405 1.179 0.348 -0.577 0.141 0.068
H 1.437 -0.395 -0.979 0.040 0.595 0.107 0.018
H 1.313 -1.239 0.332 0.171 0.167 0.488 0.035
H -4.075 -0.867 2.108 0.074 0.020 0.008 0.002
H -3.045 0.214 2.366 0.019 -0.018 -0.141 0.005
O -3.997 0.080 2.271 -0.042 0.011 0.111 -0.134
H -0.931 -1.313 0.995 -0.227 0.320 0.085 -0.033
H -2.275 -1.985 0.675 0.061 0.074 -0.186 0.001
O -1.513 -2.044 1.260 -0.001 -0.324 0.123 -0.146
H 3.007 0.735 -5.431 -0.035 -0.117 0.161 0.001
H 1.756 1.403 -5.949 -0.133 -0.053 0.088 0.003
O 2.105 0.536 -5.711 0.139 0.151 -0.223 -0.205

=====

# 2
17
Properties=species:S:1:pos:R:3:forces:R:3:lowdin_charge:R:1 method="wB97M-V/def2-TZVPD" energy_ev=-8858.3022 gap_ev=10.6 e_lumo_ev=-3.216 total_charge=+1 de_lowest_kcal_mol=18.31 multiplicity=1
C 0.160 1.973 0.310 0.426 -0.679 0.165 0.000
N 0.330 0.886 1.330 -0.327 0.476 1.236 0.120
H 0.777 1.727 -0.533 0.303 -0.088 -0.423 0.095
H 0.518 2.902 0.752 -0.458 0.006 -0.147 0.106
H -0.876 1.925 -0.012 0.005 0.527 0.152 0.103
H 1.288 0.666 1.635 0.652 0.178 -0.683 0.090
H -0.085 1.224 2.202 -0.340 -0.274 -0.164 0.166
H -0.116 0.004 1.053 -0.115 -0.148 -0.427 0.099
H 3.863 0.436 1.574 -0.158 0.038 -0.214 0.079
H 3.243 0.306 2.946 -0.064 -0.011 0.121 0.073
O 3.010 0.466 2.025 0.211 -0.045 0.205 -0.035
H -2.992 -1.535 -4.264 0.020 -0.033 -0.158 0.037
H -3.029 -1.607 -2.753 0.006 -0.028 -0.013 0.023
O -2.455 -1.780 -3.506 -0.023 0.070 0.187 -0.062
H -0.669 -2.134 -0.292 0.220 -0.023 -0.236 0.076
H -1.731 -1.337 0.416 -0.218 -0.016 -0.140 0.066
O -0.937 -1.224 -0.120 -0.139 0.050 0.538 -0.035

=====

# 3
18
Properties=species:S:1:pos:R:3:forces:R:3:lowdin_charge:R:1 method="wB97M-V/def2-TZVPD" energy_ev=-10905.0390 gap_ev=9.5 e_lumo_ev=-4.353 total_charge=+1 de_lowest_kcal_mol=16.75 multiplicity=1
C 1.483 -1.172 -0.003 -0.447 -1.799 -1.212 0.127
N 0.940 -2.017 0.779 0.064 0.758 1.274 0.176
H 2.493 -1.350 -0.354 0.212 0.492 0.363 0.111
H 0.849 -0.525 -0.588 -0.077 0.620 0.311 0.116
H -0.056 -1.895 1.191 0.388 -0.038 -0.572 0.077
H 1.536 -2.664 1.290 0.009 -0.128 -0.291 0.150
H -3.334 1.048 2.588 -0.001 -0.126 -0.302 0.072
H -2.110 1.409 3.368 0.237 -0.017 -0.105 0.070
O -2.373 0.949 2.560 -0.160 0.080 0.530 -0.039
H -1.650 -0.732 2.272 0.237 0.436 -0.381 0.040
H -2.163 -2.102 1.971 0.248 -0.371 -0.336 0.093
O -1.421 -1.526 1.744 -0.744 0.023 0.672 -0.036
H 2.497 1.223 -1.389 0.299 0.509 -0.434 0.043
H 3.334 0.810 -2.672 -0.134 0.371 0.221 0.058
O 2.766 0.501 -1.960 -0.153 -0.797 0.222 -0.060
H -0.940 2.335 -4.307 -0.017 0.031 -0.008 0.035
H -1.052 3.304 -3.130 -0.018 -0.031 -0.079 0.033
O -0.800 2.404 -3.358 0.059 -0.013 0.128 -0.066

=====

# 4
25
Properties=species:S:1:pos:R:3:forces:R:3:lowdin_charge:R:1 method="wB97M-V/def2-TZVPD" energy_ev=-32910.1378 gap_ev="2.8 / 7.6" e_lumo_ev="-1.365 / -1.494" multiplicity=2
Na -0.757 -2.695 1.299 0.508 0.934 -0.218 0.728
Na -0.460 3.326 1.397 0.422 -0.606 -0.325 0.582
Na 2.001 0.881 2.707 -0.487 0.053 -0.337 0.409
C -0.017 -0.034 0.668 0.904 2.342 -1.967 -1.031
O 0.311 1.191 0.593 0.139 2.908 -1.539 -0.154
O 0.054 -0.484 1.778 -0.089 -4.115 7.284 -0.104
O -0.282 -0.782 -0.291 -0.815 -1.653 -2.285 -0.098
O -2.809 -0.900 -1.315 -0.795 -0.151 -0.130 -0.045
H -1.985 -1.011 -0.841 1.035 0.252 0.215 -0.029
H -3.377 -1.592 -0.974 -0.369 -0.058 -0.143 0.031
O -0.927 1.247 -2.227 -0.126 0.740 -0.408 -0.053
H -0.323 1.038 -1.515 0.132 -0.150 0.238 -0.020
H -1.602 0.570 -2.176 -0.139 -0.220 -0.083 -0.007
O 2.027 2.886 -0.971 0.301 0.663 0.034 -0.066
H 1.421 2.310 -0.506 -0.428 -0.701 0.214 -0.041
H 2.551 2.297 -1.514 0.079 -0.092 -0.202 0.037
O 2.746 -2.047 0.392 0.089 -0.390 -0.010 -0.041
H 2.060 -1.445 0.104 -0.369 0.272 -0.305 0.003
H 2.893 -1.822 1.311 0.106 0.036 0.274 0.013
O 0.349 -1.827 -2.858 0.157 -0.257 -0.433 -0.046
H 0.275 -1.631 -1.924 -0.134 0.505 0.476 -0.026
H 0.114 -2.752 -2.930 -0.010 -0.207 -0.164 0.023
O -1.517 1.182 3.633 -0.253 0.553 0.604 -0.057
H -0.874 0.538 3.333 0.384 -0.456 -0.545 -0.014
H -1.873 1.557 2.828 -0.242 -0.202 -0.245 0.005

=====

# 5
18
Properties=species:S:1:pos:R:3:forces:R:3:lowdin_charge:R:1 method="wB97M-V/def2-TZVPD" energy_ev=-11468.8177 gap_ev=11.3 e_lumo_ev=0.630 de_lowest_kcal_mol=15.39 multiplicity=1 smiles=CO.O.O.O.O
C -2.855 -1.620 1.228 0.262 -0.940 0.242 -0.143
O -1.961 -0.630 1.698 -0.052 0.303 -0.192 -0.133
H -3.476 -1.361 0.370 -0.006 0.469 0.171 0.085
H -2.232 -2.453 0.896 0.012 0.016 -0.028 0.082
H -3.437 -1.998 2.068 -0.387 0.002 -0.151 0.079
H -2.455 0.143 1.989 0.104 -0.023 -0.084 0.094
O 1.298 -1.697 -1.333 0.521 -0.100 0.949 -0.083
H 1.334 -1.535 -0.360 -0.452 0.144 -0.476 0.007
H 1.992 -2.360 -1.405 -0.072 -0.037 -0.520 0.042
O 4.370 6.012 -1.144 -1.181 -0.255 0.033 -0.070
H 4.154 5.076 -1.223 0.618 -0.240 -0.053 0.031
H 3.453 6.333 -1.072 0.560 0.490 0.020 0.040
O 0.763 -1.336 1.319 0.243 -0.251 -0.137 -0.045
H -0.199 -1.354 1.418 -0.011 0.418 0.190 0.017
H 1.144 -1.192 2.186 -0.107 0.041 0.106 0.057
O -0.896 0.123 -1.972 -0.290 0.217 0.287 -0.070
H -0.098 -0.369 -1.737 0.051 -0.139 -0.314 -0.015
H -0.901 0.219 -2.926 0.186 -0.115 -0.040 0.026

=====

# 6
18
Properties=species:S:1:pos:R:3:forces:R:3:lowdin_charge:R:1 method="wB97M-V/def2-TZVPD" energy_ev=-11468.7209 gap_ev=11.3 e_lumo_ev=0.475 de_lowest_kcal_mol=17.63 multiplicity=1 smiles=CO.O.O.O.O
C 1.680 -1.371 -1.123 -1.263 1.019 -0.098 -0.108
O 0.580 -0.440 -1.024 0.276 0.418 0.395 -0.158
H 1.471 -2.247 -0.514 0.259 -0.282 -0.207 0.080
H 1.802 -1.560 -2.187 0.328 -0.592 0.082 0.079
H 2.548 -0.837 -0.742 0.142 -0.182 0.029 0.072
H -0.284 -0.852 -0.907 0.092 -0.326 -0.058 0.058
O -0.585 -0.796 2.117 -0.005 0.175 0.143 -0.044
H -0.061 -1.571 1.896 -0.025 -0.021 -0.043 0.042
H -0.187 -0.072 1.624 0.127 0.012 -0.075 0.014
O -2.605 -1.148 0.149 0.410 -0.905 -0.175 -0.061
H -2.238 -0.394 0.619 -0.303 0.258 -0.047 -0.011
H -3.372 -0.925 -0.376 -0.028 0.551 0.057 0.035
O 1.678 2.260 -0.175 -0.369 -0.179 0.137 -0.055
H 2.422 1.681 -0.360 0.215 0.093 0.022 0.029
H 0.933 1.659 -0.323 0.270 -0.165 -0.403 -0.012
O -1.323 1.896 0.181 -0.246 0.024 0.335 -0.035
H -1.958 2.412 0.691 -0.260 -0.122 -0.114 0.059
H -0.501 2.304 0.456 0.380 0.224 0.021 0.015

=====

# 7
19
Properties=species:S:1:pos:R:3:forces:R:3:lowdin_charge:R:1 method="wB97M-V/def2-TZVPD" energy_ev=-13515.9351 gap_ev=11.0 e_lumo_ev=0.264 de_lowest_kcal_mol=18.13 multiplicity=1 smiles="C=O.O.O.O.O.O"
C -2.403 -1.775 1.000 0.026 -0.733 -0.202 -0.104
O -1.334 -1.670 1.535 -0.011 0.038 0.362 0.004
H -3.271 -2.298 1.461 0.280 0.347 0.141 0.093
H -2.525 -1.464 -0.038 -0.218 0.303 -0.341 0.071
O 0.740 2.064 -0.015 1.775 -0.854 -0.220 -0.076
H 1.085 1.162 0.213 -1.041 0.033 0.411 0.023
H 1.569 2.320 -0.452 -0.503 0.849 -0.098 0.064
O -0.809 -0.601 -2.052 0.236 -0.085 -0.987 -0.072
H -0.227 -0.159 -2.690 0.259 -0.334 0.231 0.068
H -1.624 -0.139 -2.283 -0.241 0.116 0.613 0.043
O 1.097 -0.649 0.102 -1.039 -0.896 0.037 -0.075
H 0.472 -0.752 -0.640 0.461 0.496 -0.628 0.010
H 0.494 -1.125 0.705 0.638 0.305 0.728 0.035
O -1.694 1.783 -1.087 -0.615 0.155 -0.676 -0.079
H -2.194 1.352 -0.395 0.102 0.020 0.298 0.025
H -0.752 1.701 -0.861 -0.039 0.233 0.386 -0.018
O 3.605 0.183 2.185 -0.357 -0.715 -0.603 -0.060
H 3.372 -0.479 1.507 -0.276 0.272 0.503 0.030
H 4.399 0.547 1.804 0.565 0.451 0.046 0.019

=====

# 8
19
Properties=species:S:1:pos:R:3:forces:R:3:lowdin_charge:R:1 method="wB97M-V/def2-TZVPD" energy_ev=-13515.4506 gap_ev=10.8 e_lumo_ev=0.348 de_lowest_kcal_mol=29.30 multiplicity=1 smiles="C=O.O.O.O.O.O"
C -2.256 0.875 0.387 0.198 -0.030 -2.139 -0.120
O -1.502 -0.002 0.694 0.091 -0.085 0.866 -0.014
H -3.225 0.636 -0.090 -0.366 -0.007 0.652 0.080
H -1.930 1.912 0.212 0.064 0.211 0.690 0.088
O -0.672 -2.217 -1.010 -0.116 0.994 -0.170 -0.055
H -1.331 -2.893 -0.844 0.555 -0.379 0.010 0.037
H 0.223 -2.545 -1.111 -0.306 -0.638 0.083 0.038
O 6.945 -0.024 -0.231 0.144 -0.295 -0.377 -0.063
H 7.198 -0.956 -0.237 -0.056 0.064 0.265 0.032
H 7.002 0.196 -1.169 -0.083 0.233 0.112 0.032
O 1.542 0.335 0.339 -0.219 0.083 0.336 -0.061
H 1.418 0.603 1.261 0.132 -0.139 -0.185 0.056
H 0.686 -0.069 0.131 0.030 0.074 -0.066 0.012
O 1.960 3.269 -0.043 0.177 -0.490 -0.075 -0.081
H 1.949 2.293 -0.016 -0.188 0.285 -0.062 -0.007
H 2.746 3.463 -0.563 -0.057 0.122 0.058 0.029
O -7.304 -1.506 0.754 0.452 -0.181 0.057 -0.063
H -6.559 -1.188 0.231 -0.190 0.108 -0.065 0.027
H -6.890 -2.184 1.305 -0.261 0.070 0.009 0.035

=====

# 9
20
Properties=species:S:1:pos:R:3:forces:R:3:lowdin_charge:R:1 method="wB97M-V/def2-TZVPD" energy_ev=-22319.3620 gap_ev="11.0 / 7.0" e_lumo_ev="0.169 / -3.450" de_lowest_kcal_mol=5.31 multiplicity=2
C 1.930 -2.567 -0.970 -1.547 0.943 0.906 -0.396
S 0.818 -1.585 0.167 0.637 -1.204 -0.254 0.718
H 2.801 -1.918 -0.930 0.281 -0.206 -0.581 0.035
H 1.355 -2.578 -1.888 0.683 -0.021 -0.433 0.019
H 2.141 -3.572 -0.622 0.045 0.083 0.313 0.031
H -1.631 -1.346 -0.563 -0.262 -0.022 0.152 -0.026
H -2.064 -0.284 -1.500 -0.055 0.439 -0.249 0.039
O -2.373 -0.741 -0.711 0.233 -0.429 -0.082 -0.069
H 0.272 -0.050 -1.630 0.174 -0.500 0.015 -0.079
H -0.017 1.396 -1.540 -0.087 0.171 -0.440 0.030
O -0.012 0.670 -2.196 -0.202 0.548 0.508 -0.078
H 1.743 0.973 2.516 0.371 -0.584 1.043 0.040
H 1.050 0.377 1.250 0.263 -0.154 0.371 -0.103
O 1.383 1.173 1.672 -0.551 0.867 -1.214 -0.051
H -0.061 2.431 0.960 0.052 0.358 -0.304 -0.008
H -1.220 3.018 0.186 -0.390 -0.019 0.076 0.024
O -0.264 3.028 0.217 0.404 -0.353 0.010 -0.071
H -2.346 0.387 0.751 -0.209 0.590 0.141 0.011
H -1.285 0.438 1.749 0.520 0.058 0.638 0.000
O -2.030 0.969 1.480 -0.358 -0.564 -0.617 -0.066

=====

# 10
22
Properties=species:S:1:pos:R:3:forces:R:3:lowdin_charge:R:1 method="wB97M-V/def2-TZVPD" energy_ev=-47922.5305 gap_ev="11.8 / 10.3" e_lumo_ev="-6.826 / -6.978" total_charge=+2 de_lowest_kcal_mol=0.00 multiplicity=5
Fe -0.305 -0.162 0.175 -0.456 0.145 -0.472 0.839
O 0.012 1.856 0.691 0.040 0.231 0.235 -0.024
H -0.693 2.422 1.035 0.019 0.018 -0.113 0.110
H 0.831 2.362 0.770 0.019 -0.046 -0.014 0.106
O 0.776 -1.132 1.688 0.105 -0.339 -0.068 -0.017
H 0.686 -1.172 2.650 -0.035 0.109 -0.005 0.119
H 1.268 -1.925 1.427 0.136 0.107 0.077 0.113
O -0.991 -2.161 -0.436 0.008 -0.073 0.206 -0.027
H -1.139 -2.622 -1.273 0.078 0.106 -0.053 0.110
H -1.147 -2.818 0.255 -0.062 -0.030 -0.067 0.099
O -1.635 0.635 -1.395 -0.034 -0.270 0.081 -0.027
H -2.516 0.251 -1.492 -0.025 0.074 -0.023 0.099
H -1.512 1.215 -2.158 0.118 0.045 0.062 0.109
O -2.081 0.003 1.472 0.136 0.039 0.208 -0.027
H -2.024 0.480 2.311 -0.066 -0.033 -0.019 0.101
H -2.932 -0.456 1.502 0.037 -0.035 -0.120 0.110
C 2.470 0.786 -1.035 0.372 0.205 0.191 -0.056
O 1.356 -0.125 -1.139 -0.239 -0.148 -0.041 -0.168
H 2.879 0.690 -0.029 -0.046 0.043 -0.077 0.100
H 3.247 0.519 -1.748 -0.047 -0.034 0.009 0.111
H 2.141 1.808 -1.227 0.014 -0.047 -0.029 0.095
H 1.308 -0.454 -2.044 -0.073 -0.067 0.033 0.125

=====

# 11
21
Properties=species:S:1:pos:R:3:forces:R:3:lowdin_charge:R:1 method="wB97M-V/def2-TZVPD" energy_ev=-12433.7550 gap_ev=10.0 e_lumo_ev=0.524 de_lowest_kcal_mol=29.90 multiplicity=1 smiles=NCN.O.O.O.O
N 2.351 0.540 -1.733 -0.035 -0.493 0.461 0.003
C 1.614 -0.553 -2.319 -0.149 -0.719 0.197 -0.355
N 0.344 -0.922 -1.627 0.362 0.545 -0.593 -0.014
H 1.709 1.285 -1.493 -0.026 0.224 -0.141 0.057
H 2.739 0.217 -0.849 0.036 0.232 -0.100 0.067
H 1.431 -0.345 -3.376 -0.357 0.205 0.114 0.099
H 2.210 -1.467 -2.317 0.592 0.290 -0.028 0.101
H 0.347 -0.686 -0.644 0.377 -0.059 0.173 0.066
H 0.272 -1.926 -1.696 -0.470 -0.114 0.120 0.065
O -2.823 0.441 3.960 1.129 -0.194 -1.121 -0.045
H -2.929 0.629 3.010 -0.099 0.040 0.723 0.043
H -3.653 0.617 4.368 -1.071 0.240 0.357 0.014
O -1.139 -1.939 2.142 0.988 -0.943 -0.038 -0.044
H -1.826 -1.304 2.032 -0.854 0.596 -0.111 -0.005
H -1.345 -2.681 1.560 -0.088 0.273 0.125 0.038
O -2.110 0.518 -1.988 -0.994 0.368 0.628 -0.086
H -2.358 0.664 -2.901 0.424 0.019 -0.136 0.022
H -1.156 0.466 -1.881 0.235 -0.508 -0.579 -0.027
O 2.063 1.762 1.874 0.429 -0.627 0.675 -0.048
H 2.494 2.246 2.588 -0.028 -0.153 -0.009 0.039
H 1.764 2.437 1.289 -0.401 0.779 -0.716 0.009

=====

# 12
22
Properties=species:S:1:pos:R:3:forces:R:3:lowdin_charge:R:1 method="wB97M-V/def2-TZVPD" energy_ev=-14473.8086 gap_ev=4.1 e_lumo_ev=-5.467 de_lowest_kcal_mol=200.27 multiplicity=1
N 1.516 -1.758 -1.382 -1.406 0.079 0.745 0.207
C 1.171 -0.454 -0.812 1.175 -0.100 0.212 -0.283
N 0.449 -0.921 0.331 -0.947 1.283 -1.467 0.256
H 2.445 -2.122 -1.517 0.071 -0.039 0.296 0.116
H 2.062 0.035 -0.429 -0.065 0.195 -0.485 0.115
H 0.599 0.115 -1.528 -0.129 0.304 0.159 0.118
H -0.548 -0.970 0.097 -0.061 -0.726 -0.010 0.086
H 2.124 1.472 1.697 0.032 -0.112 -0.159 0.032
H -1.470 1.891 -0.279 0.065 -0.111 0.199 -0.030
O 1.291 1.398 1.207 0.210 -0.221 -0.437 -0.219
H -0.019 2.255 0.163 -0.766 0.315 0.157 -0.013
H -0.177 0.736 3.783 -0.020 0.198 -0.148 0.040
O 0.073 0.217 3.017 -0.187 -1.095 0.398 -0.092
H 0.547 -0.342 1.188 1.378 -0.320 0.865 0.080
H 0.548 0.774 2.352 -0.362 0.961 0.569 -0.072
O -0.931 2.611 0.084 0.757 0.193 -0.209 -0.101
H -1.939 -0.320 -1.073 -0.380 0.265 -0.046 -0.047
H -3.256 0.527 -0.784 0.071 0.003 0.115 0.057
O -2.362 0.370 -0.461 -0.275 -0.112 -0.079 -0.093
H -1.621 -1.846 -2.445 0.220 0.448 0.619 0.021
H 0.668 -2.307 -1.484 0.143 -0.295 -0.396 0.078
O -1.171 -1.360 -1.725 0.476 -1.113 -0.900 -0.259

=====

> What is the multiplicity in the fifth record?

1

=====

> Look up the multiplicity of the third one.

1

=====

> Look up the multiplicity of the second one.

1